A molecular structure, C8H24ClI2OsP2S at a distorted geometry, computed with the ωB97M-V functional and the def2-TZVPD basis.

Element x y z (Å)
I 0.987 -1.036 1.251
I 0.026 1.287 0.985
Os -0.393 -0.731 -3.703
P 0.903 0.017 -2.052
C 2.447 0.996 -1.720
C 1.529 -1.282 -3.296
H 2.395 -0.878 -3.819
H 1.063 1.614 -4.249
H 0.829 -1.845 -4.101
H -0.598 0.976 -4.637
H 3.093 0.427 -1.032
H 1.771 -2.140 -2.664
C 0.138 1.231 -3.808
H 2.965 1.189 -2.673
H -0.397 1.966 -3.200
H 2.150 1.943 -1.240
P -2.124 -0.941 0.481
C -2.568 -0.921 2.257
C -3.664 -0.230 -0.210
H -2.459 -2.913 -0.912
H -3.417 -2.970 0.616
H -1.649 -3.326 0.629
C -2.443 -2.723 0.170
H -3.686 -0.389 -1.295
H -4.523 -0.721 0.266
H -3.534 -1.426 2.394
H -2.634 0.110 2.612
H -3.686 0.847 -0.004
H -1.801 -1.435 2.841
Cl -1.939 -1.976 -4.734
C 1.605 2.820 3.824
S 3.081 2.167 3.030
C 3.123 0.580 3.882
H 0.917 3.170 3.046
H 1.921 3.663 4.454
H 1.111 2.070 4.453
H 3.614 0.775 4.845
H 2.124 0.155 4.025
H 3.723 -0.118 3.289

Calculated values
LUMO (spin up / spin down), eV: -10.85 / -12.92
F_max, eV/Å: 6.0
Charge: +3
Spin multiplicity: 5
Total energy, Ha: -2545.0345

How is the electron density shared among the atoms? According to Löwdin, the charges in e are: 0.428 0.454 0.734 0.603 -0.293 -0.439 0.076 0.065 0.035 0.053 0.051 0.069 -0.301 0.070 0.051 0.020 0.685 -0.280 -0.214 0.059 0.085 0.056 -0.218 0.058 0.087 0.084 0.048 0.062 0.039 0.022 -0.343 1.080 -0.332 -0.002 0.089 0.071 0.096 0.034 0.058